1.
Here is the ion C22H31N2O2 with charge +1 from OMol25. Energies are from ωB97M-V/def2-TZVPD.

Atoms and positions in Å:
O: 1.021 1.099 3.652
C: 1.319 0.302 4.789
C: 0.147 -0.596 5.203
C: 0.028 -1.920 4.427
N: -0.114 -1.864 2.986
C: -1.159 -1.001 2.489
C: -1.487 -1.406 1.053
N: -0.285 -1.279 0.197
C: -0.533 -1.658 -1.217
C: -1.724 -0.955 -1.863
C: -1.575 -1.026 -3.394
O: -0.471 -0.266 -3.821
C: -0.716 1.099 -3.930
C: -1.569 1.587 -4.910
C: -1.809 2.945 -5.008
C: -1.211 3.822 -4.118
C: -0.364 3.339 -3.138
C: -0.099 1.977 -3.034
C: 0.829 1.476 -2.006
C: 1.923 0.696 -2.368
C: 2.824 0.266 -1.409
C: 2.636 0.597 -0.076
C: 1.533 1.351 0.300
C: 0.634 1.791 -0.662
C: 0.814 -2.094 0.772
C: 1.094 -1.671 2.212
H: 0.501 1.856 3.943
H: 2.188 -0.303 4.522
H: 1.600 0.947 5.627
H: -0.781 -0.027 5.113
H: 0.270 -0.859 6.253
H: 0.904 -2.537 4.637
H: -0.850 -2.450 4.809
H: -2.051 -1.132 3.103
H: -0.869 0.064 2.508
H: -2.282 -0.774 0.659
H: -1.806 -2.450 1.031
H: 0.034 -0.287 0.216
H: 0.363 -1.402 -1.790
H: -0.680 -2.739 -1.257
H: -1.744 0.100 -1.581
H: -2.668 -1.418 -1.579
H: -1.381 -2.054 -3.709
H: -2.502 -0.680 -3.865
H: -2.029 0.897 -5.602
H: -2.461 3.318 -5.782
H: -1.399 4.881 -4.192
H: 0.118 4.019 -2.452
H: 2.076 0.456 -3.408
H: 3.688 -0.311 -1.705
H: 3.355 0.288 0.668
H: 1.398 1.628 1.336
H: -0.210 2.405 -0.377
H: 1.705 -1.966 0.156
H: 0.502 -3.140 0.754
H: 1.880 -2.312 2.613
H: 1.446 -0.630 2.225

Properties
* energy: -1116.6846 Eh
* Kohn-Sham gap: 9.417 eV
* SMILES: OCCCN1CC[NH+](CCCOc2ccccc2-c2ccccc2)CC1
* charge: +1
* energy above the lowest of the compared OMol25 structures with the same formula, charge and spin: 102.3 kJ/mol

---

2.
Here is a structure of composition C3H3LiO2 at a distorted geometry from OMol25. Energies are from ωB97M-V/def2-TZVPD.

Atoms and positions in Å:
O: 0.905 -1.158 -0.218
C: 0.861 0.116 -0.119
C: -0.491 0.697 0.084
C: -1.517 -0.179 0.078
H: -0.610 1.755 -0.155
H: -1.476 -1.082 0.692
H: -2.420 0.009 -0.506
O: 1.896 0.767 0.199
Li: 2.852 -0.925 -0.055

Properties
* energy: -274.1303 Eh
* Kohn-Sham gap: 8.292 eV
* energy above the lowest of the compared OMol25 structures with the same formula, charge and spin: 96.2 kJ/mol

---

3.
Here is a structure of composition C28H14Cl6NO2PS5Ti from OMol25. Energies are from ωB97M-V/def2-TZVPD.

Atoms and positions in Å:
Ti: -0.531 -1.071 1.610
O: 3.398 -6.566 -0.380
C: 2.729 -5.653 0.036
S: 0.969 -5.560 -0.121
C: 0.768 -4.022 0.699
C: 1.875 -3.421 1.170
S: 1.859 -1.901 1.996
S: 3.393 -4.266 0.915
S: -0.827 -3.359 0.881
Cl: -2.084 2.170 0.753
C: -2.503 1.749 -0.876
C: -3.601 2.383 -1.441
C: -3.922 2.149 -2.766
C: -3.135 1.293 -3.526
C: -2.054 0.651 -2.944
C: -1.724 0.848 -1.601
P: -0.300 -0.021 -0.839
C: 0.143 -1.246 -2.110
C: 1.291 -1.145 -2.889
C: 1.602 -2.141 -3.805
C: 0.766 -3.236 -3.953
C: -0.386 -3.337 -3.184
C: -0.694 -2.352 -2.260
C: 1.018 1.237 -0.897
C: 2.238 0.927 -0.295
C: 3.257 1.865 -0.258
C: 3.064 3.127 -0.804
C: 1.848 3.446 -1.387
C: 0.828 2.505 -1.436
H: -4.190 3.052 -0.830
H: -4.783 2.639 -3.203
H: -3.363 1.117 -4.569
H: -1.460 -0.027 -3.540
H: 1.949 -0.294 -2.779
H: 2.508 -2.062 -4.394
H: 1.015 -4.019 -4.658
H: -1.035 -4.197 -3.283
H: -1.575 -2.453 -1.640
H: 2.378 -0.036 0.185
H: 4.195 1.612 0.219
H: 3.856 3.864 -0.760
H: 1.685 4.432 -1.805
H: -0.117 2.772 -1.892
Cl: -0.051 3.184 7.563
C: 0.048 2.422 6.020
C: 0.573 3.108 4.923
Cl: 1.140 4.723 5.119
C: 0.645 2.504 3.677
Cl: 1.297 3.314 2.309
C: 0.194 1.182 3.485
O: 0.248 0.617 2.320
C: -0.326 0.517 4.607
Cl: -0.890 -1.092 4.334
C: -0.402 1.115 5.854
Cl: -1.053 0.241 7.183
S: -5.360 -1.164 2.032
C: -3.780 -1.095 1.735
N: -2.630 -1.026 1.498

Properties
* energy: -7223.8481 Eh
* Kohn-Sham gap (spin up / spin down): 6.658 / 6.760 eV
* charge: -1
* energy above the lowest of the compared OMol25 structures with the same formula, charge and spin: 14.9 kJ/mol
* multiplicity: 2